Computed, not measured: 2 unconnected molecules or ions with the total composition C6H12O, with the ωB97M-V functional and the def2-TZVPD basis.

Each line ends with the Mulliken charge.
Element x y z (Å)
C (-2.04239, 1.48368, 0.28680)  -1.18
C (-1.24507, 0.31934, -0.25871)  0.72
O (-1.60349, -0.82818, -0.10059)  -0.53
C (0.00720, 0.66649, -1.05283)  -0.82
C (1.07659, -0.41864, -1.00592)  -0.44
C (1.73359, -0.60102, 0.33618)  -0.10
C (1.44617, 0.05752, 1.45467)  -0.70
H (-2.29350, 2.18497, -0.51762)  0.34
H (-1.44193, 2.03872, 1.01806)  0.29
H (-2.95346, 1.12139, 0.76577)  0.33
H (-0.45304, -2.84294, 0.27085)  -0.23
H (-0.32389, 0.81024, -2.09153)  0.43
H (0.40621, 1.63385, -0.72408)  0.35
H (0.62531, -1.37344, -1.30269)  0.22
H (1.84956, -0.19958, -1.75463)  0.36
H (2.50883, -1.36721, 0.36753)  0.33
H (0.06349, -3.35840, 0.42312)  0.22
H (0.67969, 0.82905, 1.49837)  0.11
H (1.96014, -0.15583, 2.38722)  0.28

The SMILES is C=CCCC(C)=O.[H][H]. For the LUMO energy, the calculation gives 0.965 eV. Its calculated total energy is -310.99603 Ha. The HOMO energy is -9.7 eV.

Computed, not measured: a molecular structure, C30H50HgO16S6 at a distorted geometry, with the ωB97M-V functional and the def2-TZVPD basis.

Each line ends with the Mulliken charge.
Element x y z (Å)
Hg (-0.08343, -0.00159, -0.23721)  4.85
C (-3.89095, 1.97444, 0.79052)  -0.83
C (-2.78801, 1.20591, 0.41037)  1.18
C (-3.07151, 0.08778, -0.63129)  0.60
O (-2.11682, -0.61172, -1.05972)  -1.43
C (-4.42547, -0.23544, -0.94122)  -0.64
C (-5.50495, 0.50801, -0.48955)  0.20
C (-5.21104, 1.70954, 0.40858)  0.00
O (-6.09477, 2.49620, 0.78867)  -0.72
O (-6.65768, 0.10324, -0.74557)  -0.74
O (-1.58860, 1.43618, 0.72383)  -1.02
H (-3.67830, 2.74350, 1.52225)  0.30
H (-4.60728, -1.11175, -1.55067)  0.18
C (-3.77883, -1.48410, 2.79812)  -1.07
C (-2.63830, -0.82566, 3.59482)  -0.11
C (-1.59090, -1.92698, 3.80025)  -0.65
S (-1.43608, -2.58372, 2.11233)  1.06
O (-1.05741, -3.97899, 2.13559)  -0.91
O (-0.68040, -1.59732, 1.34841)  -0.93
C (-3.23459, -2.41799, 1.74718)  -0.07
H (-4.44239, -0.68487, 2.46063)  0.33
H (-4.44990, -2.03374, 3.46428)  0.40
H (-3.08523, -0.51290, 4.53909)  0.66
H (-2.22673, 0.04367, 3.08143)  -0.17
H (-1.99652, -2.72684, 4.42137)  0.42
H (-0.58882, -1.69566, 4.14775)  0.08
H (-3.65692, -3.41896, 1.81807)  0.81
H (-3.41371, -2.07891, 0.72484)  -0.45
C (5.61634, -2.37891, 0.53268)  -0.80
C (5.42028, -2.01897, -0.95396)  -0.75
C (3.92653, -1.83484, -1.29835)  -0.15
S (3.02182, -2.05884, 0.25102)  0.88
O (2.56365, -3.41820, 0.44018)  -0.82
O (2.08261, -0.94881, 0.36670)  -0.57
C (4.45988, -1.78357, 1.36169)  -0.54
H (6.53000, -1.87737, 0.85045)  0.39
H (5.67898, -3.44349, 0.74750)  0.33
H (5.87989, -2.77865, -1.58305)  0.31
H (5.90877, -1.06983, -1.16768)  0.34
H (3.51785, -2.62376, -1.93142)  0.61
H (3.72684, -0.85514, -1.71526)  -0.22
H (4.12274, -2.26275, 2.27688)  0.58
H (4.57668, -0.70278, 1.42257)  0.17
C (-3.32917, 2.15482, -4.41417)  -1.03
C (-3.40717, 2.80487, -3.01257)  -0.04
C (-1.97647, 3.24782, -2.65197)  -0.71
S (-0.85273, 2.02530, -3.41030)  0.92
O (-0.34808, 1.16059, -2.35390)  -0.32
O (0.03889, 2.60950, -4.39099)  -0.75
C (-2.16752, 1.14653, -4.27812)  -0.23
H (-3.13091, 2.91071, -5.17661)  0.28
H (-4.24444, 1.62136, -4.66117)  0.49
H (-3.94465, 2.10802, -2.37184)  -0.33
H (-4.01835, 3.70653, -3.06474)  0.56
H (-1.91511, 3.25656, -1.56211)  0.23
H (-1.79714, 4.25528, -3.02033)  0.59
H (-2.63361, 0.36772, -3.66700)  -0.22
H (-1.70826, 0.60375, -5.10382)  0.62
C (-2.13064, -4.04786, -2.85097)  -1.03
C (-1.79522, -4.38709, -1.38606)  0.18
C (-0.25183, -4.40154, -1.32230)  -0.80
S (0.27977, -3.04313, -2.40843)  0.88
O (1.36972, -3.45661, -3.26091)  -0.84
O (0.43257, -1.90162, -1.50173)  -0.74
C (-1.30925, -2.81775, -3.24394)  0.14
H (-3.15593, -3.68727, -2.94754)  0.43
H (-1.92759, -4.90427, -3.49403)  0.33
H (-2.18063, -5.35942, -1.09153)  0.58
H (-2.25401, -3.57013, -0.82569)  -0.49
H (0.07345, -5.34661, -1.75449)  0.50
H (0.08176, -4.24845, -0.29881)  0.26
H (-1.07394, -2.78889, -4.30823)  0.64
H (-1.77970, -1.89554, -2.91084)  -0.62
C (2.68219, 4.73256, -1.42062)  -0.51
C (3.19456, 3.98883, -2.68624)  -0.74
C (3.12240, 2.47002, -2.38524)  -0.63
S (2.92964, 2.22261, -0.58555)  1.26
O (3.99437, 1.37308, -0.09137)  -0.87
O (1.56227, 1.85268, -0.25931)  -0.77
C (3.15847, 3.97374, -0.20592)  -0.79
H (1.59368, 4.77580, -1.47962)  0.22
H (3.05481, 5.75512, -1.38011)  0.44
H (4.22528, 4.25942, -2.91452)  0.35
H (2.62039, 4.22976, -3.57807)  0.31
H (4.08882, 2.02605, -2.61995)  0.43
H (2.31817, 1.91925, -2.87008)  0.21
H (4.23684, 4.11861, -0.10467)  0.42
H (2.67512, 4.17191, 0.75013)  0.35
C (2.80534, 0.83070, 5.24306)  -0.85
C (1.33516, 0.69988, 5.65123)  -0.21
C (0.48356, 1.67548, 4.81349)  -0.85
S (1.28396, 1.72442, 3.16012)  0.98
O (1.48755, 3.09662, 2.77142)  -0.79
O (0.71474, 0.73824, 2.26439)  -0.46
C (2.88906, 1.02372, 3.74873)  -0.20
H (3.30799, -0.07877, 5.57963)  0.41
H (3.27924, 1.61415, 5.83789)  0.30
H (1.17191, 0.74399, 6.72566)  0.44
H (0.99242, -0.29446, 5.35202)  -0.03
H (0.61980, 2.68047, 5.21443)  0.39
H (-0.56627, 1.39810, 4.80339)  0.37
H (3.66659, 1.71985, 3.43322)  0.55
H (3.09079, 0.10962, 3.19443)  -0.30

For the LUMO energy, the calculation gives 0.032 eV. Its calculated total energy is -4919.37835 Ha. The HOMO energy is -6.6 eV.

Computed, not measured: a molecular structure, C11H10 at a distorted geometry, with the ωB97M-V functional and the def2-TZVPD basis.

Each line ends with the Mulliken charge.
Element x y z (Å)
C (-0.12869, 0.82005, -1.24616)  0.32
C (0.97511, 1.38262, -1.60692)  -1.33
C (1.78273, -2.51880, -0.68478)  -0.61
C (2.83511, -1.69574, -0.77999)  -0.62
C (0.89861, -1.40594, 0.06234)  -0.46
C (1.88828, -0.55381, -0.24247)  0.13
C (-1.17403, -0.14948, -0.94435)  0.78
C (-0.27006, -0.51428, 0.13981)  -0.41
C (1.21197, 0.82979, -0.24700)  1.29
C (-2.52585, 0.25685, -0.30750)  -1.60
C (1.32455, 1.50795, 1.08922)  -1.45
H (1.53921, -3.53586, -1.09585)  0.34
H (3.87843, -1.58572, -0.89554)  0.43
H (-1.28704, -1.07450, -1.57675)  0.36
H (-0.41740, -0.34235, 1.21041)  0.53
H (-3.15498, -0.54377, -0.18296)  0.46
H (-3.24206, 0.88248, -0.98209)  0.30
H (-2.55108, 0.75124, 0.58085)  0.45
H (0.47643, 2.09364, 1.10300)  0.49
H (2.29995, 2.17565, 1.07673)  0.32
H (1.31564, 0.87689, 2.01482)  0.30

For the LUMO energy (alpha / beta), the calculation gives 0.205 / 0.204 eV. Its calculated total energy is -424.71322 Ha. The HOMO energy (alpha / beta) is -7.6 / -7.6 eV.

Computed, not measured: C5H10N2O3 in the gas phase at a distorted geometry, with the ωB97M-V functional and the def2-TZVPD basis.

Each line ends with the Mulliken charge.
Element x y z (Å)
C (0.73892, 1.01501, -0.57800)  -0.26
C (0.41261, 1.38463, 0.84210)  -0.27
C (0.52091, -0.52190, -0.51853)  0.67
C (-1.04509, -0.52771, 0.30500)  0.39
N (0.30454, -1.05434, -1.84354)  -0.66
N (1.18288, 0.87886, 1.76053)  -0.27
C (-1.25651, -1.39819, 1.28974)  -1.07
O (-0.14868, 1.68046, -1.46498)  -0.61
O (-2.10327, 0.02370, -0.36787)  -0.60
O (1.44490, -1.09734, 0.22355)  -0.84
H (0.15721, 1.49849, -2.36034)  0.37
H (-1.76458, 0.70664, -0.96681)  0.48
H (1.78797, 1.22659, -0.82134)  0.42
H (-0.37040, 2.11212, 1.03666)  0.34
H (-0.64768, -1.38003, -1.98028)  0.26
H (0.93453, -1.84410, -1.96808)  0.31
H (0.92998, 1.05323, 2.72336)  0.28
H (1.59231, -0.20130, 1.32248)  0.43
H (-2.25282, -1.65420, 1.62048)  0.34
H (-0.41773, -1.90062, 1.74587)  0.28

For the LUMO energy, the calculation gives -0.126 eV. Its calculated total energy is -531.65419 Ha. The HOMO energy is -8.4 eV.

Computed, not measured: 2 unconnected molecules or ions with the total composition C2H8N2 at a distorted geometry, with the ωB97M-V functional and the def2-TZVPD basis.

Each line ends with the Mulliken charge.
Element x y z (Å)
C (1.00412, -4.43846, 1.89741)  -0.93
H (0.04732, -4.77898, 1.41824)  0.24
H (1.32139, -3.39552, 1.61160)  0.21
H (0.68041, -4.27180, 2.94176)  0.24
H (1.94281, -5.01031, 2.13253)  0.24
N (-1.19821, 3.08262, -0.51696)  -0.44
C (-0.42234, 3.05138, -1.59219)  0.13
N (-0.86287, 3.16571, -2.85417)  -0.68
H (-0.88080, 3.36715, 0.43713)  0.24
H (-2.26550, 3.19732, -0.71983)  0.27
H (0.63305, 2.92510, -1.24732)  0.25
H (0.00060, 3.10580, -3.50821)  0.22

The SMILES is [H]/N=C/N.C. For the LUMO energy, the calculation gives 0.934 eV. Its calculated total energy is -190.46312 Ha. The HOMO energy is -9.1 eV.

Computed, not measured: a molecular structure, C58H74BrCl2N8O5RbS2Si, with the ωB97M-V functional and the def2-TZVPD basis.

Each line ends with the Mulliken charge.
Element x y z (Å)
Rb (0.55286, -0.36227, 0.05422)  -0.35
Cl (2.33892, -1.12308, 2.76372)  0.62
C (4.05482, -0.88948, 2.90812)  -0.61
C (4.59459, -0.92373, 4.17983)  -0.75
C (5.95603, -0.74392, 4.36335)  -0.52
C (6.76083, -0.54021, 3.25099)  -0.60
C (6.20597, -0.50348, 1.98536)  0.20
Cl (7.29002, -0.23860, 0.65156)  -0.25
C (4.81066, -0.64539, 1.73330)  -0.08
S (4.11662, -0.50717, 0.17523)  0.21
H (3.94446, -1.08002, 5.03260)  0.41
H (6.38635, -0.76518, 5.35714)  0.34
H (7.82959, -0.40205, 3.36301)  0.38
C (-1.62906, -0.90206, -5.54001)  -0.81
Si (-1.97358, -1.23676, -3.68173)  -0.25
C (-3.59775, -2.24448, -3.63459)  -1.33
C (-2.33817, 0.49949, -3.03971)  -0.07
N (-0.74157, -1.95236, -2.77090)  0.67
C (-0.18118, -3.15182, -3.05038)  0.33
C (-0.46121, -3.93324, -4.20792)  -0.42
C (0.16997, -5.13150, -4.50342)  -1.09
C (1.11858, -5.65351, -3.64081)  -0.92
C (1.38967, -4.95927, -2.46123)  -0.78
C (0.75852, -3.76619, -2.16431)  0.25
O (0.99117, -3.09674, -0.95480)  0.78
C (1.75498, -3.77342, -0.02679)  -0.25
C (1.12873, -4.58475, 0.90768)  0.11
C (1.87934, -5.23616, 1.87731)  -0.80
C (3.25769, -5.07686, 1.91254)  -0.45
C (3.88141, -4.28180, 0.95969)  -0.86
C (3.13509, -3.64291, -0.01837)  -0.09
H (-2.46890, -0.38834, -6.02180)  0.47
H (-1.41617, -1.80830, -6.11425)  0.40
H (-0.75021, -0.25212, -5.62505)  -0.25
H (-4.48242, -1.60555, -3.54240)  0.37
H (-3.57420, -2.90943, -2.76374)  0.28
H (-3.72761, -2.87457, -4.52169)  0.46
H (-3.40054, 0.73123, -3.14300)  0.76
H (-1.79509, 1.26186, -3.60923)  0.39
H (-2.08768, 0.61794, -1.97948)  -0.89
H (-1.21988, -3.55745, -4.88283)  0.14
H (-0.08782, -5.65894, -5.41725)  0.35
H (1.63208, -6.58246, -3.85742)  0.36
H (2.10617, -5.37439, -1.76502)  0.33
H (0.05447, -4.71756, 0.84420)  0.77
H (1.38862, -5.87233, 2.60521)  0.31
H (3.84460, -5.57629, 2.67574)  0.37
H (4.95731, -4.15219, 0.97704)  0.39
H (3.61536, -3.03448, -0.77013)  0.69
C (1.26097, 0.23968, -6.91436)  -0.74
C (2.69372, 0.21859, -7.42729)  -0.84
S (3.89886, 0.69665, -6.17466)  1.13
O (3.54151, 0.06560, -4.93525)  -0.46
O (5.19835, 0.45648, -6.75591)  -0.72
C (3.76100, 2.48830, -6.02012)  -1.08
C (2.71952, 3.03879, -5.03822)  -1.12
N (2.91823, 2.64980, -3.64942)  0.81
C (2.11516, 1.83228, -2.93055)  -1.07
N (2.56911, 1.64638, -1.69951)  1.15
C (3.70982, 2.34267, -1.59126)  -0.58
C (3.95036, 3.00818, -2.77269)  -1.27
N (4.93681, 3.97477, -3.00008)  1.19
O (5.74318, 4.17647, -2.11757)  -0.69
O (4.95677, 4.58321, -4.06682)  -0.71
C (0.87594, 1.17966, -3.42039)  0.69
H (0.58988, -0.25927, -7.61253)  0.51
H (0.89562, 1.25869, -6.77368)  0.32
H (1.20686, -0.28526, -5.96111)  0.09
H (2.87035, 0.87709, -8.27933)  0.42
H (3.01306, -0.79104, -7.68877)  0.42
H (3.56822, 2.85122, -7.03121)  0.63
H (4.75902, 2.80469, -5.72960)  0.47
H (1.72373, 2.71426, -5.31974)  0.46
H (2.75496, 4.12219, -5.10341)  0.48
H (4.31964, 2.32633, -0.70069)  0.66
H (0.48008, 1.62466, -4.33058)  0.55
H (0.10638, 1.24393, -2.65231)  -1.14
H (1.06784, 0.11745, -3.59406)  0.22
C (0.05931, 4.68309, -1.92717)  -0.73
C (-1.33655, 4.32817, -1.46705)  1.63
C (-2.39990, 5.20460, -1.73644)  -1.10
C (-3.66679, 4.89408, -1.25115)  0.66
C (-4.81817, 5.84665, -1.47685)  -1.72
C (-3.90038, 3.70851, -0.56586)  -1.10
C (-2.87215, 2.73154, -0.34346)  -0.03
C (-1.56473, 3.16475, -0.77179)  0.02
N (-2.96739, 1.51198, 0.18275)  -0.09
C (-4.24296, 0.90276, 0.52439)  1.15
C (-5.30519, 0.91161, -0.60371)  -0.57
C (-6.56592, 0.14345, -0.18470)  0.45
C (-7.15857, 0.78500, 1.07529)  -1.47
C (-6.13272, 0.72216, 2.21228)  0.49
C (-5.77821, -0.74109, 2.49232)  -1.62
C (-5.17880, -1.36472, 1.22828)  0.77
C (-6.21197, -1.31868, 0.10062)  -1.52
C (-3.93433, -0.57639, 0.80905)  -1.27
C (-4.86956, 1.49257, 1.80810)  -1.27
H (0.03664, 5.09942, -2.93879)  0.45
H (0.70982, 3.80440, -1.92288)  -0.63
H (0.51338, 5.43546, -1.27396)  0.30
H (-2.23344, 6.11754, -2.30406)  0.25
H (-4.46291, 6.81621, -1.83321)  0.40
H (-5.37395, 6.00187, -0.54864)  0.34
H (-5.51940, 5.44643, -2.21512)  0.26
H (-4.90600, 3.52929, -0.20957)  0.35
H (-0.74100, 2.49882, -0.54145)  0.28
H (-4.85870, 0.44965, -1.48400)  -0.55
H (-5.57890, 1.93028, -0.87763)  0.65
H (-7.30495, 0.18596, -0.99368)  0.31
H (-8.07816, 0.26258, 1.36892)  0.55
H (-7.42036, 1.82997, 0.87134)  0.52
H (-6.56600, 1.17076, 3.11498)  0.21
H (-6.67667, -1.29249, 2.79881)  0.56
H (-5.05665, -0.79858, 3.31594)  0.47
H (-4.90648, -2.40787, 1.43350)  0.36
H (-7.11270, -1.88162, 0.37874)  0.55
H (-5.79299, -1.77557, -0.80028)  0.36
H (-3.49821, -1.00476, -0.10266)  -0.15
H (-3.17654, -0.61175, 1.58856)  0.31
H (-4.12018, 1.44032, 2.60632)  0.42
H (-5.11331, 2.54785, 1.66217)  0.28
C (1.66901, 3.41692, 1.09474)  1.85
C (2.00715, 4.84719, 1.59797)  -0.97
N (1.74342, 4.94550, 3.03840)  -0.28
C (0.33008, 4.63980, 3.28444)  -0.88
C (-0.00959, 3.21213, 2.77197)  0.41
N (1.19291, 2.59632, 2.20852)  0.31
C (2.23853, 2.52361, 3.22761)  -0.23
C (2.57714, 3.95552, 3.73124)  -0.83
H (2.54079, 2.92490, 0.66856)  -0.52
H (0.88649, 3.44529, 0.33670)  -1.12
H (1.39737, 5.59819, 1.08795)  0.36
H (3.05734, 5.09975, 1.43241)  0.35
H (-0.27371, 5.39743, 2.77988)  0.34
H (0.14825, 4.73303, 4.35890)  0.32
H (-0.77969, 3.22986, 1.99698)  -0.44
H (-0.37178, 2.57535, 3.58416)  0.16
H (3.11084, 2.03255, 2.78887)  0.10
H (1.87981, 1.88956, 4.04315)  0.36
H (3.62351, 4.20503, 3.53913)  0.35
H (2.39894, 4.06064, 4.80507)  0.32
Br (0.34708, -0.77344, 6.95182)  -0.21
C (-0.13809, -1.61116, 5.32030)  -0.02
C (-0.05867, -2.98481, 5.19408)  -0.35
C (-0.44182, -3.54312, 3.98562)  -0.62
C (-0.87425, -2.70477, 2.97000)  -0.32
N (-0.93022, -1.38314, 3.09754)  0.11
C (-0.56939, -0.83946, 4.25560)  -0.13
H (0.29492, -3.59537, 6.01442)  0.43
H (-0.39022, -4.61280, 3.83540)  0.46
H (-1.20100, -3.09502, 2.01126)  0.45
H (-0.62265, 0.24215, 4.32535)  0.23

As for the charge: -2. For the LUMO energy, the calculation gives 3.195 eV. Its calculated total energy is -7673.18557 Ha. The HOMO energy is -1.4 eV.

Results for energy above the lowest of the compared OMol25 structures with the same formula, charge and spin: 39.7 16.8 286.7 94.6 22.4 0.0 (in kcal/mol, following the order of the records).